i | 2 unconnected molecules or ions with the total composition C4H6N, computed with ωB97M-V with the def2-TZVPD basis set.

Summary:
Frontier orbital gap in eV: 9.48
Highest occupied orbital energy in eV: -15.97

Structure (ORCA input):
```
! wB97M-V def2-TZVPD RIJCOSX def2/J DEFGRID3
* xyz 1 1
C -1.3536 0.0349 0.0403
C -2.4860 0.5471 -0.0151
C -0.5483 -1.1268 -0.2193
C 1.0047 0.8392 -0.2190
N 0.0555 -0.0224 0.4218
H -0.6008 -2.0335 0.2480
H -0.0755 -1.2271 -1.1638
H 0.9740 1.9199 0.2685
H 2.0878 0.4309 0.1420
H 0.9548 0.9203 -1.3447
H -0.0127 -0.2826 1.8413
*
```


ii | A molecular structure, C4H6N, computed with ωB97M-V with the def2-TZVPD basis set.

Summary:
Frontier orbital gap in eV: 9.34
Highest occupied orbital energy in eV: -15.21

Structure (ORCA input):
```
! wB97M-V def2-TZVPD RIJCOSX def2/J DEFGRID3
* xyz 1 1
C 2.2536 0.2225 0.6947
C -0.4565 1.2083 -1.2971
C 0.0092 0.3869 -0.3626
C -1.0223 -1.1091 0.5816
N 1.1373 0.3653 0.3098
H 3.0550 0.1570 1.3450
H 0.1007 2.0952 -1.3936
H -1.3779 0.8219 -1.7512
H -1.8522 -0.6063 0.9871
H -1.5392 -1.7972 -0.2236
H -0.3077 -1.7446 1.1100
*
```


Short version: ii is the most stable of them.


i | A molecular structure, C2H5NO2, computed with ωB97M-V with the def2-TZVPD basis set.

Summary:
Frontier orbital gap in eV: 10.37
Highest occupied orbital energy in eV: -10.20

Structure (ORCA input):
```
! wB97M-V def2-TZVPD RIJCOSX def2/J DEFGRID3
* xyz 0 1
C 1.2938 0.4153 -0.0581
C -0.1985 0.5751 0.0898
H 0.5549 -1.1643 -0.3262
H 1.8170 0.4491 1.0266
H 1.5360 1.0597 -0.7957
H -0.5505 1.6958 -0.1937
H -2.7163 -1.2561 0.4575
N -0.9462 -0.5193 0.2116
O 1.6461 -1.0326 -0.1588
O -2.4363 -0.2227 -0.2531
*
```


ii | A single C2H5NO2 molecule, computed with ωB97M-V with the def2-TZVPD basis set.

Summary:
Frontier orbital gap in eV: 10.15
Highest occupied orbital energy in eV: -9.55

Structure (ORCA input):
```
! wB97M-V def2-TZVPD RIJCOSX def2/J DEFGRID3
* xyz 0 1
C 0.4049 1.0420 -0.0941
N 0.2124 -0.2329 0.0780
O 1.4316 -1.0257 -0.1935
C -1.0818 -0.8826 -0.2008
O -2.1546 -0.1838 -0.0113
H 0.6748 1.6544 -1.0564
H 1.1279 1.4670 0.8219
H -0.6753 1.4680 0.0237
H 1.4736 -1.4420 0.6805
H -1.4135 -1.8644 -0.0479
*
```


iii | A single C2H5NO2 molecule, computed with ωB97M-V with the def2-TZVPD basis set.

Summary:
Frontier orbital gap in eV: 10.61
Highest occupied orbital energy in eV: -10.04

Structure (ORCA input):
```
! wB97M-V def2-TZVPD RIJCOSX def2/J DEFGRID3
* xyz 0 1
C -1.0652 0.4665 0.4225
N 0.0256 0.4478 -0.5438
C 1.1691 -0.2929 -0.4568
O 2.1244 -0.1001 -1.1588
O 1.1503 -1.2559 0.5186
H -2.0253 0.3783 -0.1017
H -0.9897 -0.4173 1.0468
H -1.0550 1.3737 1.0321
H 0.1718 1.3173 -1.0323
H 0.4940 -1.9175 0.2735
*
```


Short version: iii is the most stable of them.


i | A single C2H5NO2 molecule, computed with ωB97M-V with the def2-TZVPD basis set.

Summary:
Frontier orbital gap in eV: 10.90
Highest occupied orbital energy in eV: -10.02

Structure (ORCA input):
```
! wB97M-V def2-TZVPD RIJCOSX def2/J DEFGRID3
* xyz 0 1
C 1.2308 -0.5628 0.1673
C -0.1756 0.0410 0.1399
O -0.1190 1.6811 -0.3760
N -1.2805 -0.7150 -0.3666
O -1.2260 -0.2696 0.9866
H 1.0121 -1.4451 -0.3959
H 1.5260 -0.7024 1.2702
H 1.9721 0.0961 -0.3684
H -0.9440 2.0358 -0.0773
H -1.9959 -0.1591 -0.9797
*
```


ii | A single C2H5NO2 molecule, computed with ωB97M-V with the def2-TZVPD basis set.

Summary:
Frontier orbital gap in eV: 10.22
Highest occupied orbital energy in eV: -9.20

Structure (ORCA input):
```
! wB97M-V def2-TZVPD RIJCOSX def2/J DEFGRID3
* xyz 0 1
N -0.2634 -0.0821 2.0130
C 0.0752 -0.4388 0.7754
O -0.2927 0.5488 -0.0373
C 0.0441 0.3703 -1.4315
O 0.4483 -0.9048 -1.7475
H -0.6762 0.8215 2.2215
H -0.1139 -0.7190 2.7772
H -0.8668 0.6053 -1.9877
H 0.8122 1.1281 -1.6399
H 0.8660 -1.2508 -0.9344
*
```


iii | 2 unconnected molecules or ions with the total composition C2H5NO2, computed with ωB97M-V with the def2-TZVPD basis set.

Summary:
Frontier orbital gap (alpha / beta) in eV: 7.69 / 9.72
Highest occupied orbital energy (alpha / beta) in eV: -8.21 / -9.99

Structure (ORCA input):
```
! wB97M-V def2-TZVPD RIJCOSX def2/J DEFGRID3
* xyz 0 1
C 0.1961 0.5245 0.0294
C -0.3099 0.4736 -1.3281
N 0.4466 1.6047 0.5619
O 0.3547 -2.1311 1.6108
O -0.2481 -1.6775 0.4433
H 0.8965 1.7086 1.4411
H -0.5192 -0.6054 -1.5541
H -1.2576 1.1272 -1.4428
H 0.5753 0.7325 -2.1069
H -0.1346 -1.7572 2.3452
*
```


iv | A single C2H5NO2 molecule, computed with ωB97M-V with the def2-TZVPD basis set.

Summary:
Frontier orbital gap in eV: 9.83
Highest occupied orbital energy in eV: -9.17

Structure (ORCA input):
```
! wB97M-V def2-TZVPD RIJCOSX def2/J DEFGRID3
* xyz 0 1
N -0.0911 0.1177 2.0076
C -0.5263 0.4732 0.6949
C 0.1392 -0.2530 -0.5544
O 1.2051 -0.7384 -0.8224
O -0.6301 0.2644 -1.4846
H 0.8073 0.5217 2.2905
H -0.2338 -0.7858 2.3312
H -0.3658 1.6128 0.7983
H -1.5278 0.2174 0.5590
H -0.3190 0.0816 -2.4194
*
```


Short version: iv is the most stable of them.